A molecular structure, C25H33BiI2NOP3 in a non-equilibrium geometry, computed with ωB97M-V/def2-TZVPD.

```
! wB97M-V def2-TZVPD RIJCOSX def2/J DEFGRID3
* xyz 2 1
I -3.39323 0.07513 -2.99104
I 2.26682 -0.01682 -2.42717
Bi -0.50126 1.21817 -3.02676
P -0.37989 -2.05738 -3.11631
C -0.58644 -3.18539 -1.66901
C -1.63489 -2.75974 -4.24413
H -1.59368 -3.85652 -4.25223
H 1.09384 -3.89080 -3.94285
H -1.44538 -2.35449 -5.24628
H 1.27521 -2.34214 -4.82309
H -1.59038 -3.00252 -1.27439
H -2.61050 -2.39640 -3.89041
C 1.13191 -2.79883 -3.84044
H -0.45263 -4.26081 -1.85407
H 1.99033 -2.49812 -3.22638
H 0.12616 -2.92548 -0.88244
P -0.41528 3.73491 -3.31516
C -0.53001 4.62980 -1.72064
C 1.14248 4.17133 -4.18756
H -1.73573 3.59039 -5.38308
H -1.94464 5.17646 -4.52790
H -2.78551 3.69354 -3.93597
C -1.85931 4.08192 -4.39942
H 1.23939 3.63604 -5.14667
H 1.17262 5.26046 -4.37614
H -0.39811 5.71117 -1.90167
H 0.24790 4.27134 -1.01676
H 2.02442 3.89536 -3.58278
H -1.50952 4.46671 -1.23093
C -1.49287 2.01435 -0.09374
O -2.39272 2.43172 0.57097
N -0.57968 1.64855 -0.79916
P 0.72023 -1.49459 1.78553
C 1.58134 0.12983 1.67850
C 0.97538 1.38944 1.79185
C 1.76961 2.54234 1.69995
C 3.15066 2.46239 1.47877
C 3.75052 1.19402 1.40450
C 2.96675 0.04097 1.42265
C -1.09508 -1.26887 2.06032
C -1.76079 -1.16220 3.28700
C -3.14806 -1.04251 3.32653
C -3.88142 -1.04874 2.13683
C -3.22762 -1.06099 0.89383
C -1.83616 -1.17858 0.86049
C 1.18581 -2.00277 3.45328
C 1.36231 -3.38800 3.62363
C 1.74230 -3.86818 4.86915
C 1.89163 -2.97443 5.93774
C 1.74000 -1.59472 5.76456
C 1.38787 -1.09882 4.50797
H -0.10205 1.47175 1.96941
H 1.28688 3.51725 1.79677
H 3.75601 3.36995 1.34658
H 4.83314 1.08409 1.31766
H 3.41601 -0.94309 1.21751
H -1.19961 -1.10862 4.21078
H -3.66271 -0.95734 4.28659
H -4.96706 -0.96935 2.16449
H -3.78244 -0.90726 -0.04206
H -1.29413 -1.24730 -0.09002
H 1.23343 -4.04071 2.76068
H 1.94206 -4.93105 4.99197
H 2.15405 -3.35871 6.92069
H 1.91124 -0.89703 6.58851
H 1.32043 -0.02008 4.33104
*
```

Orbital gap (alpha / beta) = 5.04 / 3.99 eV
E_tot = -79889.89686 eV
Maximum force = 3.59 eV Å⁻¹
Molar mass = 919.3 g/mol